one:
This record from the Open Molecules 2025 dataset describes 2 unconnected molecules or ions with the total composition C2H3N3O2. The level of theory is ωB97M-V/def2-TZVPD.

Geometry as XYZ:
```
10
C2H3N3O2 (ωB97M-V/def2-TZVPD)
O 3.146 0.725 0.369
O 1.042 -1.358 0.996
N 0.343 0.791 -0.348
N -0.074 -1.370 0.567
N -1.880 -0.034 -0.026
C 2.689 -0.052 -0.327
C -0.521 -0.053 0.022
H -2.343 0.634 -0.619
H -0.032 1.603 -0.829
H -2.370 -0.887 0.194
```

HOMO energy (alpha / beta) = -9.4715 / -9.4730 eV
Gap between HOMO and LUMO (alpha / beta) = 0.3164 / 0.3165 Eh


two:
This record from the Open Molecules 2025 dataset describes 2 unconnected molecules or ions with the total composition C2H3N3O2. The level of theory is ωB97M-V/def2-TZVPD.

Geometry as XYZ:
```
10
C2H3N3O2 (ωB97M-V/def2-TZVPD)
O 0.897 0.034 -1.160
O -0.737 2.313 -1.516
N -1.138 0.883 0.355
N 0.312 -1.579 0.621
N 1.975 0.191 0.150
C -0.929 1.646 -0.582
C 0.976 -0.560 0.008
H -0.629 -1.727 0.277
H -1.593 1.223 1.187
H 0.866 -2.424 0.660
```

HOMO energy = -9.6229 eV
Gap between HOMO and LUMO = 0.3738 Eh


three:
This record from the Open Molecules 2025 dataset describes C2H3N3O2 in the gas phase. The level of theory is ωB97M-V/def2-TZVPD.

Geometry as XYZ:
```
10
C2H3N3O2 (ωB97M-V/def2-TZVPD)
O 2.405 -0.340 0.411
O -1.230 2.181 -0.336
N 0.177 -0.528 -0.355
N 0.918 1.453 0.267
N -1.027 -0.753 0.330
C 1.330 0.149 0.275
C -0.260 1.552 -0.182
H -1.779 -0.919 -0.335
H -0.980 -1.552 0.955
H 0.446 -1.244 -1.029
```

HOMO energy = -9.9091 eV
Gap between HOMO and LUMO = 0.3693 Eh


four:
This record from the Open Molecules 2025 dataset describes C2H3N3O2 in the gas phase. The level of theory is ωB97M-V/def2-TZVPD.

Geometry as XYZ:
```
10
C2H3N3O2 (ωB97M-V/def2-TZVPD)
O 0.391 -0.942 -0.120
O -2.798 0.337 -0.040
N -0.864 -1.162 -0.294
N -0.562 1.115 -0.247
N 1.712 0.737 0.453
C 0.511 0.350 -0.122
C -1.658 0.018 -0.144
H -1.006 -1.926 0.334
H 2.310 -0.088 0.177
H 1.964 1.561 0.003
```

HOMO energy = -10.0264 eV
Gap between HOMO and LUMO = 0.3855 Eh


It is three that is the most stable of them.


one:
This record from the Open Molecules 2025 dataset describes C2H3N3O2 in the gas phase. The level of theory is ωB97M-V/def2-TZVPD.

Geometry as XYZ:
```
10
C2H3N3O2 (ωB97M-V/def2-TZVPD)
O -0.154 -1.058 0.812
O -2.273 -0.621 0.438
N -0.518 0.723 -0.447
N 1.758 1.325 -0.976
N 1.065 -0.578 0.368
C 0.743 0.544 -0.372
C -1.141 -0.388 0.231
H 1.372 1.996 -1.621
H 2.594 0.753 -1.249
H 1.709 -0.540 1.110
```

HOMO energy = -10.0778 eV
Gap between HOMO and LUMO = 0.3866 Eh


two:
This record from the Open Molecules 2025 dataset describes a molecular structure, C2H3N3O2. The level of theory is ωB97M-V/def2-TZVPD.

Geometry as XYZ:
```
10
C2H3N3O2 (ωB97M-V/def2-TZVPD)
O 0.595 -1.193 -0.187
O 2.748 0.048 -0.515
N -1.725 -0.057 -0.114
N -0.079 -1.257 1.245
N 0.622 1.029 -0.010
C -0.525 -0.478 0.353
C 1.618 0.258 -0.257
H 0.818 1.996 0.219
H -1.682 0.527 -0.935
H -2.448 -0.764 -0.115
```

HOMO energy = -9.7243 eV
Gap between HOMO and LUMO = 0.3825 Eh


It is one that is the most stable of them.


one:
This record from the Open Molecules 2025 dataset describes a molecular structure, C2H3N3O2. The level of theory is ωB97M-V/def2-TZVPD.

Geometry as XYZ:
```
10
C2H3N3O2 (ωB97M-V/def2-TZVPD)
O 2.755 0.514 -0.315
O 1.245 -1.187 -0.308
N -0.122 -1.253 0.082
N 0.508 0.844 0.248
N -1.852 -0.031 -0.057
C -0.556 0.000 0.177
C 1.645 0.106 -0.142
H -1.363 -1.367 -0.297
H 0.494 1.850 0.183
H -2.488 0.568 0.459
```

HOMO energy = -9.5979 eV
Gap between HOMO and LUMO = 0.3715 Eh


two:
This record from the Open Molecules 2025 dataset describes C2H3N3O2 in the gas phase. The level of theory is ωB97M-V/def2-TZVPD.

Geometry as XYZ:
```
10
C2H3N3O2 (ωB97M-V/def2-TZVPD)
O 1.105 -1.216 -0.327
O 2.606 0.494 -0.294
N -0.238 -1.342 0.123
N 0.357 0.775 0.206
N -2.007 0.209 0.245
C 1.491 0.082 -0.158
C -0.770 -0.038 0.196
H -0.711 -1.950 -0.536
H -2.189 1.206 0.300
H 0.357 1.781 0.245
```

HOMO energy = -9.9901 eV
Gap between HOMO and LUMO = 0.3863 Eh


It is two that is the most stable of them.


one:
This record from the Open Molecules 2025 dataset describes a gas-phase ion, C6H8NO3S (charge -1). The level of theory is ωB97M-V/def2-TZVPD.

Geometry as XYZ:
```
19
C6H8NO3S (ωB97M-V/def2-TZVPD)
S 2.206 0.202 0.589
O 2.360 -0.637 -0.887
O 3.510 0.835 0.819
O 1.832 -0.845 1.518
N 1.796 3.123 -1.418
C 1.436 2.458 -0.537
C -2.714 1.137 0.450
C 1.029 1.565 0.402
C -0.328 1.146 0.579
C -1.456 1.837 0.222
C 3.336 -1.720 -0.944
H -2.745 0.097 0.177
H 4.221 -1.269 -1.360
H -1.433 2.931 0.043
H -0.597 0.123 1.065
H -3.409 1.772 -0.087
H 3.001 -2.433 -1.659
H 3.372 -2.181 0.021
H -3.126 1.048 1.539
```

HOMO energy = -3.5281 eV
Gap between HOMO and LUMO = 0.2597 Eh
Charge = -1


two:
This record from the Open Molecules 2025 dataset describes a molecular structure, C6H8NO3S. The level of theory is ωB97M-V/def2-TZVPD.

Geometry as XYZ:
```
19
C6H8NO3S (ωB97M-V/def2-TZVPD)
S 0.710 3.180 0.073
O 1.757 3.160 -0.915
O 1.113 2.942 1.448
O -0.255 4.254 -0.068
N -0.318 1.796 -0.269
C 1.366 0.329 -1.346
C -1.411 -0.822 0.584
C -0.520 -0.646 -0.635
C 1.016 -0.895 -0.557
C -0.045 0.711 -0.978
C 1.926 0.168 0.042
H -0.902 -1.219 -1.484
H -0.972 -0.316 1.442
H -1.072 1.784 0.400
H -2.408 -0.419 0.404
H 2.953 -0.172 0.128
H 1.888 0.530 -2.262
H -1.502 -1.881 0.820
H 1.655 0.909 0.781
```

HOMO energy (alpha / beta) = -3.2104 / -3.2129 eV
Gap between HOMO and LUMO (alpha / beta) = 0.2484 / 0.2485 Eh
Charge = -1


It is one that is the most stable of them.